This record from the Open Molecules 2025 dataset describes 4 unconnected molecules or ions with the total composition C29H72N13O8P4. The level of theory is ωB97M-V/def2-TZVPD.

Output
Spin multiplicity: 1
HOMO (eV): -4.3
Charge: -1
Kohn-Sham gap (Eh): 0.15192
Lowest unoccupied orbital energy (hartree): -0.005

Each line ends with the Löwdin charge.
Geometry (Å):
C  9.345  5.232  -3.792  -0.0684
C  10.433  4.086  -4.003  -0.2651
O  9.818  2.899  -4.513  -0.2049
C  10.029  1.768  -3.633  -0.1534
C  8.819  0.782  -3.935  -0.1649
O  7.636  1.572  -3.796  -0.1514
C  6.468  0.942  -4.320  -0.4781
C  6.544  -0.604  -4.423  -0.1940
N  6.608  -1.747  -4.427  0.1770
P  6.113  1.747  -6.034  0.9673
N  7.633  2.356  -6.676  -0.1652
O  5.545  0.516  -7.092  -0.3472
C  5.277  1.330  -3.305  -0.2301
C  5.484  2.910  -3.065  -0.1697
N  5.594  4.059  -2.969  0.1531
C  3.828  0.941  -3.861  -0.1279
C  2.840  2.139  -3.992  -0.2869
N  3.185  2.905  -5.210  -0.0386
C  5.615  0.649  -1.906  -0.6499
O  5.321  -0.523  -1.625  -0.0401
O  6.196  1.396  -1.004  -0.1100
H  9.316  5.937  -4.670  0.0675
H  9.582  5.839  -2.869  0.0683
H  8.339  4.758  -3.632  0.0662
H  11.129  4.462  -4.809  0.1086
H  11.041  3.916  -3.078  0.1077
H  11.008  1.297  -3.939  0.1270
H  10.020  2.106  -2.565  0.1321
H  9.003  0.380  -4.965  0.1208
H  8.837  0.011  -3.123  0.1444
H  7.467  2.435  -7.689  0.0263
H  8.357  1.635  -6.550  0.0134
H  6.317  0.265  -7.640  0.0304
H  3.884  0.451  -4.879  0.1015
H  3.356  0.161  -3.198  0.1234
H  1.795  1.726  -4.158  0.1031
H  2.772  2.766  -3.054  0.0983
H  3.184  2.279  -6.017  0.0395
H  2.549  3.685  -5.370  0.0605
O  1.839  4.778  -1.462  -0.2736
P  1.875  4.701  0.065  0.7809
N  0.323  3.982  0.125  -0.3393
C  -0.958  4.440  0.602  -0.1488
C  0.290  2.556  -0.171  -0.1275
N  1.956  6.429  0.207  -0.3011
C  0.999  7.334  0.815  -0.1356
C  2.592  7.132  -0.918  -0.1525
N  1.963  4.562  1.810  -0.3159
C  0.982  4.804  2.845  -0.1325
C  3.333  4.777  2.298  -0.1450
H  -1.260  3.903  1.514  0.0704
H  -1.737  4.279  -0.151  0.0799
H  -0.983  5.505  0.817  0.0455
H  0.636  1.970  0.691  0.0817
H  0.935  2.320  -1.022  0.0666
H  -0.709  2.207  -0.439  0.0535
H  -0.027  7.163  0.481  0.0656
H  1.210  8.378  0.574  0.0739
H  1.062  7.311  1.906  0.0664
H  1.884  7.294  -1.740  0.0803
H  3.449  6.579  -1.300  0.0705
H  2.981  8.107  -0.604  0.0732
H  0.268  5.593  2.621  0.0486
H  1.456  5.091  3.786  0.0865
H  0.421  3.886  3.056  0.0805
H  3.556  5.846  2.405  0.0726
H  4.057  4.349  1.601  0.0773
H  3.499  4.284  3.258  0.0752
O  -1.640  -0.029  0.091  -0.2711
P  -2.987  -0.753  0.026  0.7627
N  -3.124  -0.878  1.724  -0.3400
C  -3.107  -2.002  2.633  -0.1326
C  -3.538  0.338  2.403  -0.1358
N  -2.312  -2.097  -0.830  -0.2994
C  -2.252  -3.491  -0.426  -0.1249
C  -1.112  -1.806  -1.634  -0.1420
N  -4.586  -1.446  -0.156  -0.3180
C  -5.235  -2.546  0.524  -0.1301
C  -5.101  -1.266  -1.520  -0.1521
H  -4.098  -2.175  3.076  0.0669
H  -2.403  -1.831  3.455  0.0852
H  -2.783  -2.929  2.168  0.0503
H  -4.619  0.502  2.293  0.0725
H  -3.019  1.210  1.992  0.0639
H  -3.303  0.317  3.471  0.0802
H  -1.872  -3.628  0.588  0.0697
H  -1.588  -4.076  -1.064  0.0795
H  -3.219  -3.985  -0.548  0.0675
H  -0.205  -1.822  -1.020  0.0907
H  -1.185  -0.836  -2.123  0.0689
H  -0.991  -2.538  -2.439  0.0780
H  -4.568  -3.344  0.839  0.0372
H  -5.988  -3.024  -0.107  0.0878
H  -5.770  -2.179  1.407  0.0816
H  -4.723  -2.042  -2.196  0.0757
H  -4.795  -0.295  -1.917  0.0691
H  -6.193  -1.279  -1.542  0.0738
O  -5.366  -4.538  4.395  -0.2775
P  -6.741  -5.207  4.303  0.7599
N  -6.908  -5.333  5.999  -0.3445
C  -6.934  -6.457  6.904  -0.1411
C  -7.302  -4.107  6.676  -0.1364
N  -6.083  -6.566  3.453  -0.2985
C  -6.062  -7.962  3.853  -0.1245
C  -4.864  -6.302  2.671  -0.1441
N  -8.345  -5.878  4.094  -0.3188
C  -9.023  -6.973  4.756  -0.1240
C  -8.836  -5.683  2.723  -0.1486
H  -7.938  -6.604  7.330  0.0763
H  -6.240  -6.306  7.737  0.0834
H  -6.627  -7.391  6.442  0.0499
H  -8.376  -3.916  6.549  0.0743
H  -6.754  -3.249  6.276  0.0699
H  -7.084  -4.137  7.747  0.0802
H  -5.702  -8.112  4.872  0.0693
H  -5.402  -8.560  3.223  0.0793
H  -7.038  -8.433  3.712  0.0686
H  -3.968  -6.341  3.301  0.0882
H  -4.906  -5.329  2.184  0.0512
H  -4.747  -7.034  1.865  0.0799
H  -8.373  -7.783  5.077  0.0523
H  -9.771  -7.432  4.106  0.0900
H  -9.568  -6.607  5.633  0.0820
H  -8.459  -6.460  2.048  0.0765
H  -8.511  -4.714  2.336  0.0664
H  -9.928  -5.680  2.684  0.0769

---

This record from the Open Molecules 2025 dataset describes a molecular structure, C13H20NO6PtTe. The level of theory is ωB97M-V/def2-TZVPD.

Output
Spin multiplicity: 1
HOMO (alpha / beta) (eV): -11.4 / -11.4
Charge: +1
Kohn-Sham gap (alpha / beta) (Eh): 0.19544 / 0.19534
Lowest unoccupied orbital energy (alpha / beta) (hartree): -0.224 / -0.224
Energy above the lowest of the compared OMol25 structures with the same formula, charge and spin (eV): 2.818

Each line ends with the natural charge from an NBO analysis.
Geometry (Å):
Pt  -0.232  -0.166  -0.041  1.4232
O  1.345  3.653  0.576  -0.5153
C  0.831  2.606  0.847  0.7937
O  0.020  1.891  0.060  -0.7645
C  1.044  2.028  2.248  -0.3665
C  -0.220  1.324  2.741  0.0891
C  -0.105  1.108  4.251  -0.4299
C  0.963  -0.032  4.324  -0.4190
C  1.269  -0.278  2.838  0.0981
O  -0.049  -0.041  2.239  -0.5201
C  2.091  0.898  2.306  -0.3745
C  2.644  0.528  0.831  0.8068
O  3.648  1.132  0.526  -0.5692
O  1.910  -0.390  0.263  -0.8534
H  1.324  2.886  2.855  0.2636
H  -1.156  1.745  2.386  0.2271
H  0.189  2.017  4.768  0.2390
H  -1.065  0.783  4.653  0.2250
H  1.852  0.239  4.884  0.2391
H  0.544  -0.941  4.758  0.2194
H  1.641  -1.265  2.584  0.2332
H  2.994  1.136  2.858  0.2623
N  -1.662  0.498  -3.868  -0.7204
C  -1.416  0.362  -2.588  0.7125
O  -0.431  -0.337  -2.186  -0.5784
C  -2.284  1.002  -1.578  -0.5545
C  -2.219  0.132  -0.334  -0.5286
H  -1.041  0.072  -4.543  0.4328
H  -2.410  1.084  -4.201  0.4300
H  -3.309  1.140  -1.928  0.2494
H  -1.864  1.993  -1.379  0.2979
H  -2.691  -0.840  -0.496  0.2017
H  -2.682  0.628  0.517  0.2252
C  0.413  -4.848  0.001  -0.7709
Te  -0.418  -2.871  -0.106  0.6764
C  -1.725  -3.094  1.558  -0.8657
H  0.762  -5.038  1.011  0.2424
H  1.227  -4.925  -0.713  0.2581
H  -0.417  -5.495  -0.272  0.2520
H  -2.566  -3.721  1.273  0.2465
H  -2.069  -2.109  1.861  0.2451
H  -1.178  -3.563  2.372  0.2414

---

This record from the Open Molecules 2025 dataset describes C5H6FNO in the gas phase. The level of theory is ωB97M-V/def2-TZVPD.

Output
Spin multiplicity: 1
HOMO (eV): -9.4
Kohn-Sham gap (Eh): 0.38363
Lowest unoccupied orbital energy (hartree): 0.038
Energy above the lowest of the compared OMol25 structures with the same formula, charge and spin (eV): 5.513

Each line ends with the natural charge from an NBO analysis.
Geometry (Å):
H  2.917  -0.951  -1.216  0.3906
N  1.958  -0.515  -1.013  -0.6725
C  1.002  -1.247  -0.878  0.6327
F  1.078  -2.654  -0.748  -0.3771
C  -0.421  -0.869  -0.601  0.0851
O  -0.652  0.734  -0.706  -0.5610
C  0.080  1.463  0.273  -0.2570
C  -1.132  -1.613  0.510  -0.1287
C  -1.618  -1.714  -0.665  -0.1424
H  -0.172  2.443  0.177  0.1866
H  1.207  1.068  0.112  0.2047
H  -0.209  1.165  1.379  0.1323
H  -1.005  -1.794  1.630  0.2608
H  -2.349  -1.892  -1.434  0.2457

---

Asked for calculated total energy across the records above, the calculation gives -3826.9051; -1400.5778; -423.8169 a.u. in order.